No. 1
This record from the OMol25 dataset describes a structure of composition C48H42ClFN2PSiSn. The level of theory is wB97M-V/def2-TZVPD.

Orbital gap in eV: 6.956
E_HOMO in eV: -10.55

Geometry as ORCA input:
```
! wB97M-V def2-TZVPD RIJCOSX def2/J DEFGRID3
* xyz 1 1
Sn -0.3886 1.0173 0.5619
Cl 1.0829 -2.4284 2.7280
C 1.6443 -3.6162 1.5799
C 2.5765 -4.5458 2.0083
C 2.9856 -5.5421 1.1371
C 2.4534 -5.6065 -0.1417
C 1.5259 -4.6647 -0.5576
C 1.1062 -3.6407 0.2914
P -0.0853 -2.3510 -0.2500
C -0.0267 -2.5862 -2.0696
C -0.9625 -3.3218 -2.7949
C -0.8458 -3.4559 -4.1720
C 0.2181 -2.8733 -4.8448
C 1.1756 -2.1675 -4.1294
C 1.0503 -2.0257 -2.7566
C -1.7059 -3.0562 0.2006
C -2.8563 -2.5419 -0.4035
C -4.1129 -2.9404 0.0212
C -4.2395 -3.8505 1.0650
C -3.1030 -4.3659 1.6680
C -1.8412 -3.9735 1.2374
H 2.9623 -4.4891 3.0171
H 3.7134 -6.2727 1.4637
H 2.7604 -6.3925 -0.8185
H 1.1279 -4.7186 -1.5627
H -1.7880 -3.8025 -2.2870
H -1.5847 -4.0287 -4.7174
H 0.3091 -2.9825 -5.9176
H 2.0266 -1.7328 -4.6393
H 1.8290 -1.5076 -2.2080
H -2.7696 -1.8166 -1.2064
H -4.9958 -2.5410 -0.4617
H -5.2211 -4.1610 1.3984
H -3.1933 -5.0796 2.4767
H -0.9653 -4.3867 1.7202
C -3.5276 1.2016 -2.5525
C -2.7217 1.2899 -3.6781
C -1.3406 1.2933 -3.5580
C -0.7596 1.2058 -2.2957
C -1.5751 1.1168 -1.1613
C -2.9540 1.1135 -1.2891
C 0.7083 1.1081 -2.1142
C 1.6347 1.3332 -3.1585
C 2.9636 1.1433 -2.9363
C 3.4236 0.6729 -1.6831
C 4.7768 0.3716 -1.4142
C 5.1410 -0.1305 -0.1962
C 4.1664 -0.3566 0.7971
C 2.8517 -0.0534 0.5709
C 2.4656 0.4817 -0.6690
N 1.1474 0.7614 -0.9110
H -4.6045 1.2025 -2.6598
H -3.1718 1.3527 -4.6598
H -0.7399 1.3423 -4.4558
H -3.5839 1.0626 -0.4088
H 1.2819 1.6695 -4.1210
H 3.6825 1.3321 -3.7244
H 5.5136 0.5361 -2.1904
H 6.1760 -0.3692 0.0057
H 4.4567 -0.7826 1.7488
H 2.1037 -0.2637 1.3271
F -2.2001 -1.0204 6.0967
C -1.7810 -0.6248 4.8880
C -0.6546 0.1753 4.8053
C -0.2314 0.5890 3.5534
C -0.9127 0.1769 2.4082
C -2.0503 -0.6140 2.5234
C -2.4956 -1.0175 3.7750
H -0.1380 0.4687 5.7090
H 0.6320 1.2388 3.4728
H -2.6114 -0.9230 1.6535
H -3.3813 -1.6279 3.8879
C 2.4991 4.1439 -0.1716
Si 1.4848 3.8243 1.3766
C 1.0852 5.4575 2.1767
C 2.5270 2.8464 2.5912
N -0.0021 2.9550 1.0892
C -1.2026 3.6736 0.7817
C -2.3749 3.3709 1.4811
C -3.5703 4.0020 1.1679
C -3.6147 4.9607 0.1668
C -2.4523 5.2797 -0.5206
C -1.2589 4.6365 -0.2254
H 3.4752 4.5528 0.1026
H 2.0138 4.8733 -0.8250
H 2.6817 3.2429 -0.7582
H 2.0185 5.9479 2.4660
H 0.4937 5.3063 3.0826
H 0.5361 6.1367 1.5264
H 3.5383 3.2623 2.6088
H 2.6312 1.7763 2.3993
H 2.1155 2.9712 3.5983
H -2.3296 2.6605 2.3012
H -4.4657 3.7571 1.7255
H -4.5434 5.4621 -0.0701
H -2.4744 6.0293 -1.3016
H -0.3633 4.8632 -0.7914
*
```

These are the Löwdin partial charges, in e, on atoms 1 to 8: Sn 1.342; Cl 0.749; C -0.650; C -0.101; C -0.064; C -0.062; C -0.063; C -0.377

---

No. 2
This record from the OMol25 dataset describes a cluster of 15 separate species, C65H136F36N15O31S12 in total. The level of theory is wB97M-V/def2-TZVPD.

Orbital gap in eV: 6.252
E_HOMO in eV: -12.63

Geometry as ORCA input:
```
! wB97M-V def2-TZVPD RIJCOSX def2/J DEFGRID3
* xyz 3 1
C 7.6797 -2.2249 5.1557
C 6.6319 -2.9540 5.9571
C 5.3872 -3.3403 5.2989
O 4.5534 -2.1312 5.2105
C 3.2871 -2.3426 4.7223
N 7.3091 -4.1922 6.6725
H 8.0009 -3.8693 7.3337
H 6.6718 -4.8094 7.1552
H 7.6767 -4.7942 5.9496
H 7.3048 -1.2958 4.7263
H 7.9902 -2.9352 4.3895
H 8.5827 -2.0851 5.7500
H 6.3850 -2.3300 6.8160
H 4.7815 -4.0481 5.8649
H 5.6652 -3.7267 4.3183
H 2.7667 -1.4495 4.3765
H 2.5938 -2.9026 5.3500
H 3.3550 -3.1205 3.9618
C 6.4786 -4.3952 1.4270
C 7.3104 -4.7261 0.0921
C 6.4048 -4.8928 -1.1567
O 5.9908 -3.6401 -1.6445
C 5.1863 -3.6471 -2.8202
N 8.3697 -3.7037 -0.3146
H 9.1588 -3.7675 0.3126
H 8.8947 -4.0369 -1.1104
H 8.0519 -2.7510 -0.4220
H 5.9695 -3.4315 1.4431
H 7.0008 -4.4970 2.3783
H 5.6399 -5.0846 1.5234
H 7.9769 -5.5814 0.2034
H 5.5535 -5.5634 -1.0396
H 7.0136 -5.3709 -1.9241
H 5.6178 -3.9251 -3.7818
H 5.0859 -2.5618 -2.8348
H 4.2533 -4.1743 -2.6213
C -0.3468 -5.8101 -3.4409
C -0.7856 -4.7932 -4.4940
C -1.3960 -3.4487 -4.0136
O -0.3247 -2.5330 -3.7534
C -0.5789 -1.3722 -3.0852
N 0.3801 -4.5719 -5.5324
H 0.6596 -5.4221 -6.0004
H 0.1447 -3.8898 -6.2392
H 1.0484 -4.0618 -4.9727
H 0.1747 -6.6492 -3.9012
H -1.1270 -6.3529 -2.9072
H 0.3340 -5.2932 -2.7646
H -1.5019 -5.3018 -5.1393
H -1.8323 -3.7139 -3.0506
H -2.2340 -3.1438 -4.6404
H -1.1997 -0.7089 -3.6874
H 0.3864 -0.9114 -2.8755
H -0.9986 -1.6182 -2.1098
C -7.4921 6.3485 0.1077
C -8.1146 5.5280 1.2460
C -7.7074 4.0578 1.3061
O -6.4122 3.7743 1.9669
C -6.3963 2.5204 2.5680
N -7.8537 6.1755 2.6083
H -8.1779 7.1309 2.6538
H -8.3510 5.6859 3.3385
H -6.8984 6.1828 2.9361
H -6.4035 6.3034 0.0746
H -7.7473 7.4051 0.1890
H -7.8120 5.8777 -0.8219
H -9.1776 5.5461 1.0058
H -7.5376 3.6839 0.2964
H -8.5149 3.4202 1.6661
H -7.0078 2.2177 3.4179
H -5.3999 2.5180 3.0100
H -6.6481 1.8051 1.7850
C -4.2716 -0.0638 6.4805
C -5.2966 1.0278 6.0912
C -6.6043 0.5396 5.6474
O -6.5905 -0.2050 4.5076
C -7.8103 -0.8141 4.1801
N -5.5923 1.8432 7.3428
H -6.1390 1.4333 8.0866
H -4.7143 2.1103 7.7646
H -6.0992 2.6947 7.1479
H -4.5378 -0.7792 7.2585
H -3.3027 0.3204 6.7994
H -4.2458 -0.6546 5.5649
H -4.8281 1.7093 5.3811
H -7.2341 1.3853 5.3712
H -7.0970 -0.0145 6.4463
H -7.8433 -1.8207 4.5969
H -7.7751 -1.0576 3.1182
H -8.7801 -0.3363 4.3191
C 2.4088 3.9626 -2.4973
C 2.2609 2.7905 -3.4433
C 3.6200 2.2817 -3.8350
N 3.6309 1.2458 -4.9896
C 5.1088 0.8633 -5.2417
C 5.2965 -0.2069 -6.3384
C 4.4367 -1.4640 -6.0359
C 2.9793 -1.0845 -5.6945
C 2.7863 0.0150 -4.6520
C 3.0482 1.9500 -6.2892
H 1.4427 4.3273 -2.1484
H 3.0438 4.7870 -2.8219
H 2.9048 3.6616 -1.5745
H 1.8187 3.1450 -4.3744
H 1.6101 2.0530 -2.9735
H 4.1124 1.8074 -2.9861
H 4.2629 3.1203 -4.1023
H 5.5258 0.5334 -4.2902
H 5.5865 1.7898 -5.5603
H 6.3667 -0.4083 -6.2906
H 5.1192 0.1134 -7.3651
H 4.8938 -2.0137 -5.2131
H 4.5246 -2.1746 -6.8577
H 2.3217 -1.9146 -5.4365
H 2.6634 -0.6452 -6.6408
H 3.1138 -0.2555 -3.6482
H 1.7554 0.3606 -4.7298
H 3.3578 1.4292 -7.1953
H 3.5451 2.9096 -6.4321
H 1.9801 2.1603 -6.2334
C -1.4123 6.2556 -1.0441
C -2.4365 5.6385 -1.9492
C -2.1766 4.1433 -2.3454
N -3.4250 3.4088 -3.0097
C -4.0879 4.2236 -4.1560
C -3.2981 4.0203 -5.5198
C -2.9172 2.6146 -5.9424
C -2.1551 1.9918 -4.8226
C -2.8987 1.9893 -3.4493
C -4.5388 3.2936 -1.9340
H -1.6714 7.3096 -0.9442
H -0.3723 6.1868 -1.3632
H -1.4307 5.8140 -0.0477
H -2.4642 6.1896 -2.8892
H -3.4246 5.6473 -1.4892
H -1.9179 3.4545 -1.5412
H -1.3605 3.9691 -3.0466
H -4.2424 5.2595 -3.8544
H -5.0533 3.7736 -4.3875
H -2.4641 4.7132 -5.6316
H -4.1417 4.3634 -6.1187
H -2.3102 2.7383 -6.8392
H -3.7908 2.0346 -6.2399
H -1.2057 2.5219 -4.7469
H -1.7463 1.0221 -5.1063
H -2.3087 1.5842 -2.6273
H -3.8260 1.4275 -3.5620
H -3.9895 2.7467 -1.1676
H -5.3015 2.6932 -2.4301
H -4.8618 4.3037 -1.6820
C 5.2791 1.0565 5.1826
C 5.0743 2.3755 4.3509
C 3.7469 3.0207 4.6103
N 3.5352 4.4156 3.8346
C 3.7930 4.1628 2.3152
C 3.2238 5.2342 1.4446
C 1.7154 5.5235 1.5871
C 1.4714 5.8965 3.1071
C 2.0538 4.9359 4.1224
C 4.4835 5.5210 4.3745
H 6.3271 0.7734 5.0840
H 4.5743 0.2730 4.9044
H 5.1651 1.2536 6.2486
H 5.1070 2.0795 3.3023
H 5.9445 3.0125 4.5087
H 3.6913 3.3165 5.6580
H 2.9451 2.3600 4.2807
H 3.3427 3.2191 2.0073
H 4.8828 4.1512 2.2986
H 3.4322 4.9169 0.4229
H 3.8831 6.1006 1.4986
H 1.1140 4.6495 1.3368
H 1.3695 6.4015 1.0416
H 0.4218 6.0674 3.3463
H 1.9101 6.8824 3.2608
H 1.5936 3.9995 3.8071
H 1.9642 5.1502 5.1874
H 4.2288 6.5474 4.1104
H 5.5221 5.3699 4.0803
H 4.4400 5.5221 5.4636
C -4.8430 -2.7988 2.5061
O -3.5064 -2.2680 2.4150
C -2.5353 -3.2968 2.8225
C -1.2001 -2.8223 2.3892
N -1.2899 -2.5251 0.8869
H -2.1134 -2.0165 0.5985
H -0.5951 -1.8149 0.7053
C -1.4082 -3.7659 0.0096
C -2.8076 -3.9112 -0.5479
O -3.2537 -2.6258 -0.9761
C -4.5772 -2.5396 -1.5060
H -5.0195 -3.3986 1.6133
H -5.5882 -2.0091 2.4099
H -5.0671 -3.4278 3.3676
H -2.6880 -4.2107 2.2484
H -2.5398 -3.4879 3.8956
H -0.2858 -3.4154 2.3725
H -1.0089 -1.8454 2.8333
H -1.1741 -4.6016 0.6690
H -0.7579 -3.6433 -0.8566
H -3.4845 -4.3672 0.1746
H -2.7864 -4.6458 -1.3529
H -4.7526 -2.9044 -2.5180
H -4.8741 -1.5005 -1.3635
H -5.2982 -3.0389 -0.8587
C -2.3430 7.9484 3.3180
F -2.8868 9.0056 2.7304
F -1.7946 7.2181 2.3463
F -1.4443 8.3132 4.1982
S -3.6958 6.8193 4.2799
O -3.9868 7.5786 5.4965
O -4.9575 6.6228 3.4657
N -2.6707 5.4405 4.7515
S -3.5290 4.3350 4.0969
O -4.8085 4.1288 4.7811
O -3.5043 4.3889 2.6222
C -2.4863 2.7015 4.5114
F -3.1286 1.6762 4.0130
F -1.2822 2.7334 3.8706
F -2.4907 2.5136 5.8341
C 1.7439 -5.6835 3.3028
F 0.9917 -4.9029 4.0367
F 2.3497 -4.9759 2.2876
F 2.7818 -6.1984 3.9434
S 0.6092 -7.1757 2.7110
O 0.4373 -8.1120 3.7926
O -0.7113 -6.6075 2.2701
N 1.7157 -7.7550 1.5255
S 1.1395 -7.3936 0.1690
O -0.1005 -8.0800 -0.2646
O 1.1423 -5.9689 -0.0872
C 2.4521 -8.0792 -1.0605
F 2.7310 -9.3473 -0.8616
F 1.9398 -7.9097 -2.2598
F 3.5868 -7.3351 -0.8964
C -2.1617 1.0215 0.6778
F -2.0739 0.3202 1.7724
F -2.9088 0.3090 -0.2227
F -2.5874 2.2955 0.8431
S -0.3134 1.1667 0.0663
O -0.3320 1.6549 -1.3249
O 0.2552 2.1349 0.9486
N 0.1435 -0.4814 0.1753
S 1.6943 -0.2668 0.0535
O 2.1879 0.4542 -1.1023
O 2.2407 0.0345 1.3434
C 2.2734 -2.0996 -0.3217
F 2.0173 -2.9659 0.7109
F 1.5913 -2.5017 -1.4462
F 3.6054 -2.0206 -0.5918
C -8.4012 0.1171 -0.8901
F -8.1309 1.3803 -0.4301
F -8.6822 0.2083 -2.1959
F -7.2944 -0.6342 -0.7758
S -9.9929 -0.7234 -0.0614
O -10.5532 -1.5229 -1.1298
O -9.4985 -1.4194 1.0794
N -10.9402 0.7137 0.2408
S -10.8776 0.8647 1.7554
O -11.6593 -0.1507 2.4587
O -9.5532 1.0268 2.3035
C -11.7987 2.5747 2.1206
F -12.1626 2.5200 3.4042
F -11.0751 3.6817 1.9387
F -12.8974 2.7206 1.2871
C 3.4820 -6.8609 -5.3446
F 4.7947 -6.6066 -5.3493
F 3.2520 -8.1130 -4.9077
F 2.8978 -5.9714 -4.5290
S 2.8456 -6.5253 -7.1607
O 2.9411 -5.0971 -7.4182
O 3.6085 -7.4061 -8.0207
N 1.2280 -6.8768 -6.7545
S 1.0425 -8.2502 -7.5167
O 0.9615 -8.2921 -8.9913
O 1.9200 -9.2853 -6.9194
C -0.7009 -8.6304 -6.8549
F -1.0434 -9.7912 -7.3795
F -0.7557 -8.6195 -5.5240
F -1.5049 -7.6415 -7.1806
C 6.5079 0.6794 -0.7343
F 5.2095 0.5157 -0.9484
F 6.7638 -0.0785 0.3694
F 7.2478 0.2487 -1.6984
S 6.8084 2.5621 -0.3719
O 5.8091 3.3949 -0.9760
O 6.8628 2.5765 1.0992
N 8.4667 2.9130 -0.8562
S 8.2549 3.4192 -2.2938
O 7.4511 2.5634 -3.1632
O 8.0716 4.8774 -2.3088
C 10.1032 3.1809 -2.9674
F 10.9866 3.6377 -2.0560
F 10.1732 1.8882 -3.2175
F 10.3553 3.8972 -4.1434
*
```

These are the Löwdin partial charges, in e, on atoms 1 to 8: C -0.005; C -0.300; C -0.147; O -0.175; C -0.116; N 0.258; H 0.171; H 0.167

---

Number 1: F_max 0.0153 hartree/bohr. Number 2: F_max 0.1140 hartree/bohr.